No. 1
A cluster of 2 separate species, C3H10N2O2 in total, computed with ωB97M-V/def2-TZVPD.

CARTESIAN COORDINATES (ANGSTROEM)
N (0.38556, 0.25065, -2.09724)
C (-0.73503, 1.13305, -1.92680)
C (-1.20337, 1.23290, -0.46636)
N (-1.09319, 0.08799, 0.21816)
C (-1.56818, 0.03039, 1.58439)
O (-1.64698, 2.27822, -0.01719)
H (0.41464, -0.34083, -2.91635)
H (1.27002, 0.61298, -1.78622)
H (-0.53518, 2.16533, -2.21609)
H (-1.60830, 0.79191, -2.48012)
H (-0.65728, -0.73480, -0.17645)
H (-2.62858, -0.24531, 1.65563)
H (-1.01236, -0.68977, 2.17624)
H (-1.47898, 1.02092, 2.01180)
H (4.50909, -2.27086, 2.69441)
H (3.82903, -3.10746, 1.66839)
O (3.75908, -2.21529, 2.07379)

Calculated values
- total charge = -1
- multiplicity = 2
- HOMO level (alpha / beta) (eV) = 1.19 / -6.32

***

No. 2
A cluster of 2 separate species, C3H10N2O2 in total, computed with ωB97M-V/def2-TZVPD.

CARTESIAN COORDINATES (ANGSTROEM)
N (1.78347, -1.18092, 1.50605)
C (0.54386, -0.48631, 1.25517)
C (0.30279, -0.15298, -0.25677)
N (0.71885, -1.09179, -1.14304)
C (-0.34820, -1.06197, -2.14794)
O (-0.18738, 0.97797, -0.47204)
H (2.48053, -0.54855, 1.09814)
H (2.03350, -1.12406, 2.51937)
H (-0.18814, -1.03242, 1.78749)
H (0.63812, 0.51505, 1.69868)
H (0.93218, -1.92059, -0.57647)
H (-1.37788, -1.08698, -1.65590)
H (-0.18481, -0.06071, -2.59693)
H (-0.29610, -1.83537, -2.82597)
H (-3.10718, 2.29540, 0.57081)
H (-1.67385, 2.18047, 0.40621)
O (-2.28303, 2.61383, 0.96338)

Calculated values
- total charge = -1
- multiplicity = 2
- HOMO level (alpha / beta) (eV) = 1.27 / -4.84

***

no.,strongest force on any atom (eV/Å)
1,1.07
2,5.51